(1)
ORCA calculation (wB97M-V/def2-TZVPD) on 3 unconnected molecules or ions with the total composition C3H14NO2.

```
20
Properties=species:S:1:pos:R:3:nbo_charge:R:1
C -0.36282 1.02685 0.81663 -0.661
C -0.57289 -0.24062 1.70441 -0.031
C -1.73341 -1.08330 1.41440 -0.670
N 0.67773 -1.08452 1.38431 -0.683
H 0.57023 1.69415 0.93384 0.238
H -0.47422 0.86198 -0.30802 0.239
H -1.15615 1.61785 1.14146 0.242
H -0.15758 0.13773 2.68495 0.238
H -1.93471 -1.92371 2.07690 0.252
H -1.73798 -1.50563 0.42001 0.244
H -2.64538 -0.34846 1.45887 0.263
H 0.80267 -1.07560 0.33991 0.463
H 1.49601 -0.71318 1.75923 0.422
H 0.62121 -2.02078 1.55960 0.420
H 1.47419 1.95619 -4.08082 0.467
H 0.13986 2.36582 -4.23607 0.480
O 0.63770 1.49387 -3.91349 -0.947
H 1.64345 0.18209 -1.23493 0.474
H 1.31222 -0.62753 -2.42550 0.509
O 1.39987 -0.71321 -1.49568 -0.962
```

Frontier orbital gap in Eh: 0.425
Energy relative to the best compared isomer or geometry (same formula, charge and spin) in kJ/mol: 184.7
Total energy in Eh: -327.652247
Max |F| in eV Å⁻¹: 5.23
Spin multiplicity: 1
Total charge: +1


(2)
ORCA calculation (wB97M-V/def2-TZVPD) on 3 unconnected molecules or ions with the total composition C3H14NO2S.

```
21
Properties=species:S:1:pos:R:3:nbo_charge:R:1
C -1.37052 -1.84368 0.46173 -0.654
C -0.12321 -0.98864 0.28639 -0.046
C 0.44174 -0.36104 1.55844 -0.550
S 2.03607 0.60394 1.28498 0.045
N -0.41658 0.19538 -0.71580 -0.747
H -2.24254 -1.38676 0.96087 0.237
H -1.69415 -2.41027 -0.40524 0.251
H -0.99437 -2.64446 1.11542 0.245
H 0.65690 -1.62113 -0.18696 0.241
H 0.80725 -1.19126 2.15644 0.260
H -0.35298 0.17929 2.12362 0.243
H 1.17651 1.82385 0.50218 0.101
H 0.27607 0.90602 -0.34789 0.416
H -1.36120 0.57402 -0.48824 0.461
H -0.09076 0.00172 -1.66210 0.480
H -4.34269 2.05114 0.12042 0.490
H -3.48854 2.55647 -1.02774 0.481
O -3.62856 1.77909 -0.46498 -0.966
H 2.39238 -0.19038 -2.06618 0.491
H 2.00924 -0.66909 -3.50453 0.507
O 1.65508 -0.48132 -2.61998 -0.985
```

Frontier orbital gap in Eh: 0.357
Energy relative to the best compared isomer or geometry (same formula, charge and spin) in kJ/mol: 150.4
Total energy in Eh: -725.844737
Max |F| in eV Å⁻¹: 4.71
Spin multiplicity: 1
Total charge: +1


(3)
ORCA calculation (wB97M-V/def2-TZVPD) on 3 unconnected molecules or ions with the total composition C3H14NO2S2.

```
22
Properties=species:S:1:pos:R:3:nbo_charge:R:1
N -1.52150 -0.36577 0.75015 -0.695
C -0.72166 -1.28584 -0.16158 -0.054
C 0.46228 -1.80921 0.63491 -0.640
C -0.19070 -0.57501 -1.42400 -0.549
S -1.17316 0.94447 -1.79106 0.015
S 0.09841 2.12314 -2.81323 -0.042
H -1.36957 -0.55997 1.73929 0.472
H -1.15155 0.55590 0.55291 0.449
H -2.42581 -0.29669 0.35191 0.438
H -1.37611 -2.09412 -0.47445 0.224
H 0.22101 -2.58710 1.35894 0.236
H 1.12116 -2.30318 -0.07897 0.246
H 1.02388 -0.97717 1.00111 0.236
H 0.82185 -0.21312 -1.24999 0.260
H -0.20330 -1.20981 -2.27553 0.245
H -0.61012 2.02903 -3.94799 0.143
H 2.53980 2.35524 -0.24771 0.483
H 3.30909 1.24427 -0.96063 0.485
O 2.42467 1.52146 -0.70625 -0.962
H -0.07571 0.74949 3.82502 0.499
H -0.85788 1.78450 2.99018 0.490
O -0.34505 0.96948 2.92698 -0.979
```

Frontier orbital gap in Eh: 0.343
Energy relative to the best compared isomer or geometry (same formula, charge and spin) in kJ/mol: 65.9
Total energy in Eh: -1124.070335
Max |F| in eV Å⁻¹: 2.14
Spin multiplicity: 1
Total charge: +1


(4)
ORCA calculation (wB97M-V/def2-TZVPD) on 4 unconnected molecules or ions with the total composition C3H14NO4.

```
22
Properties=species:S:1:pos:R:3:nbo_charge:R:1
C 1.52297 -1.06194 0.39318 -0.070
O 1.70576 0.33024 0.43805 -0.847
C 0.23110 -1.54685 1.12467 -0.050
C -0.14850 -0.97847 2.46736 -0.657
N -0.94930 -1.43483 0.15424 -0.900
H 2.46147 -1.43757 0.91122 0.140
H 1.59089 -1.22970 -0.69029 0.171
H 0.54021 -2.71268 1.30121 0.155
H 0.12892 -1.51747 3.34867 0.200
H 0.38990 0.13087 2.46343 0.242
H -1.14102 -0.70855 2.74670 0.219
H -1.52553 -0.63704 0.06682 0.364
H -1.08334 -2.03998 -0.59603 0.360
H -0.75622 0.71957 -0.66967 0.418
H 1.01262 0.95286 -0.15434 0.504
O -0.15874 1.41380 -0.56144 -1.188
H 0.19325 1.44277 -3.45987 0.473
H 1.28346 0.89177 -2.81989 0.489
O 0.92062 0.82822 -3.77287 -0.966
H -2.07841 3.34081 -1.55742 0.453
H -1.71160 2.24959 -0.42327 0.518
O -2.42851 3.00459 -0.71045 -1.029
```

Frontier orbital gap in Eh: 0.300
Energy relative to the best compared isomer or geometry (same formula, charge and spin) in kJ/mol: 282.1
Total energy in Eh: -478.365716
Max |F| in eV Å⁻¹: 4.94
Spin multiplicity: 1
Total charge: -1


(5)
ORCA calculation (wB97M-V/def2-TZVPD) on 4 unconnected molecules or ions with the total composition C3H14NO4.

```
22
Properties=species:S:1:pos:R:3:nbo_charge:R:1
O 1.44565 -2.35599 0.84360 -0.523
C 2.17130 -1.35130 0.69212 0.430
C 1.47593 -0.00296 0.62992 -0.347
N -0.01641 0.07365 0.36003 -0.567
C -0.77059 1.41388 0.66378 -0.371
H 3.21969 -1.38606 0.74833 0.162
H 1.88213 0.46513 1.58275 0.247
H 1.98680 0.53625 -0.14642 0.273
H -0.31184 -0.19754 -0.68765 0.479
H -0.48589 -0.61887 1.05736 0.477
H -1.65076 1.40389 0.13228 0.245
H 0.04493 2.14835 0.50253 0.219
H -1.06060 1.33522 1.77558 0.230
H 3.20962 -0.53850 -2.07906 0.497
H 1.75926 -0.64761 -2.58819 0.497
O 2.29627 -0.38198 -1.80255 -0.974
H -3.41410 -0.53483 1.15417 0.497
H -2.82284 -0.30279 2.49609 0.495
O -2.53630 -0.26977 1.56754 -0.979
H -2.39236 -0.28223 -2.04400 0.479
H -2.18256 1.03817 -2.79247 0.507
O -1.84734 0.45588 -2.06575 -0.973
```

Frontier orbital gap in Eh: 0.393
Energy relative to the best compared isomer or geometry (same formula, charge and spin) in kJ/mol: 225.3
Total energy in Eh: -478.119498
Max |F| in eV Å⁻¹: 6.53
Spin multiplicity: 1
Total charge: +1


(6)
ORCA calculation (wB97M-V/def2-TZVPD) on 4 unconnected molecules or ions with the total composition C3H14NO4.

```
22
Properties=species:S:1:pos:R:3:nbo_charge:R:1
O -0.47756 -0.77493 -1.15431 -0.463
C -0.61051 -1.29867 -0.09827 0.433
C 0.51650 -1.22145 0.93231 -0.344
N 1.16456 0.12174 0.76168 -0.493
C 2.16412 0.43957 1.83329 -0.407
H -1.53595 -1.75263 0.26563 0.147
H 0.17980 -1.43612 1.94437 0.236
H 1.28392 -1.96076 0.68693 0.266
H 1.52472 0.15466 -0.19438 0.456
H 0.42032 0.81601 0.72750 0.451
H 2.98310 -0.25278 1.64000 0.230
H 1.68171 0.25593 2.78500 0.233
H 2.52635 1.45356 1.69480 0.245
H 0.44113 -4.56943 -0.82980 0.482
H 1.54425 -3.94931 -1.61730 0.485
O 0.77529 -3.69949 -1.06937 -0.961
H -2.43663 3.40848 1.01012 0.483
H -3.42499 3.69261 -0.19043 0.493
O -2.75797 3.10054 0.16962 -0.962
H -1.27778 3.02287 -1.05744 0.501
H -0.00139 2.91879 -1.88706 0.474
O -0.48685 2.48919 -1.16942 -0.986
```

Frontier orbital gap in Eh: 0.402
Energy relative to the best compared isomer or geometry (same formula, charge and spin) in kJ/mol: 125.1
Total energy in Eh: -478.157667
Max |F| in eV Å⁻¹: 1.24
Spin multiplicity: 1
Total charge: +1